Record 1
This record from OMol25 describes a molecular structure, C38H30CrN8O5S2. The level of theory is ωB97M-V with the def2-TZVPD basis set.

Values from the calculation:
Relative energy (zero: lowest compared OMol25 entry of this formula, charge and spin): 0.081 eV
HOMO level (spin up / spin down): -0.38 / -0.95 eV
Total charge: -2
HOMO-LUMO gap (spin up / spin down): 4.65 / 4.89 eV
Multiplicity: 5
Energy: -4121.4488 Eh

Element x y z (Å)
Cr (-0.637, 0.490, 0.401)
C (-1.779, 0.951, 6.811)
C (-0.630, 0.165, 6.959)
C (0.172, -0.145, 5.871)
C (-0.208, 0.343, 4.629)
C (0.406, 0.238, 3.302)
N (1.542, -0.346, 3.139)
C (2.184, -0.357, 1.939)
C (3.503, -0.863, 1.759)
C (4.441, -1.466, 2.609)
C (5.636, -1.895, 2.076)
C (5.923, -1.727, 0.699)
C (5.016, -1.128, -0.146)
C (3.791, -0.693, 0.380)
C (2.631, -0.089, -0.182)
N (2.509, 0.208, -1.507)
C (1.494, 0.858, -1.969)
N (0.399, 1.386, -1.296)
C (-0.355, 2.052, -2.208)
N (-1.429, 2.780, -2.023)
C (-1.964, 2.911, -0.804)
N (-1.662, 2.207, 0.322)
C (-2.415, 2.672, 1.357)
N (-2.369, 2.282, 2.638)
C (-1.427, 1.483, 3.067)
N (-0.390, 0.921, 2.384)
C (-1.347, 1.125, 4.484)
C (-2.149, 1.446, 5.569)
C (-3.274, 3.721, 0.877)
C (-4.231, 4.519, 1.501)
C (-4.894, 5.457, 0.734)
C (-4.609, 5.607, -0.638)
C (-3.657, 4.823, -1.259)
C (-2.989, 3.871, -0.490)
C (0.226, 1.923, -3.549)
C (-0.182, 2.383, -4.791)
C (0.607, 2.064, -5.887)
C (1.776, 1.310, -5.736)
C (2.182, 0.857, -4.489)
C (1.384, 1.172, -3.398)
N (1.680, 0.088, 0.767)
H (-2.385, 1.172, 7.682)
H (-0.367, -0.208, 7.942)
H (1.066, -0.748, 5.971)
H (4.214, -1.597, 3.661)
H (6.372, -2.373, 2.714)
H (6.874, -2.077, 0.311)
H (5.233, -0.998, -1.201)
H (-3.031, 2.057, 5.432)
H (-4.442, 4.391, 2.556)
H (-5.653, 6.085, 1.186)
H (-5.152, 6.349, -1.212)
H (-3.430, 4.927, -2.313)
H (-1.092, 2.963, -4.887)
H (0.315, 2.395, -6.877)
H (2.370, 1.074, -6.612)
H (3.084, 0.273, -4.355)
O (-4.065, 0.405, -0.525)
S (-3.000, -0.559, -0.365)
O (-3.428, -1.938, -0.525)
O (-2.308, -0.367, 0.996)
O (-1.814, -0.242, -1.264)
C (-1.447, -2.225, -3.965)
C (-0.915, -3.489, -3.296)
C (-0.902, -3.394, -1.774)
S (0.277, -2.139, -1.218)
O (-0.062, -1.832, 0.214)
C (1.797, -3.164, -1.146)
C (2.108, -3.678, 0.251)
C (1.224, -4.834, 0.701)
H (-1.533, -2.364, -5.046)
H (-0.798, -1.367, -3.782)
H (-2.427, -1.965, -3.561)
H (0.087, -3.732, -3.673)
H (-1.545, -4.343, -3.566)
H (-0.668, -4.348, -1.302)
H (-1.858, -3.026, -1.389)
H (2.597, -2.517, -1.507)
H (1.655, -3.980, -1.863)
H (1.993, -2.850, 0.954)
H (3.165, -3.956, 0.279)
H (0.190, -4.504, 0.812)
H (1.549, -5.218, 1.670)
H (1.247, -5.663, -0.015)

Löwdin atomic charges, in units of e: 0.9076, -0.1106, -0.1109, -0.0254, -0.0985, -0.2773, 0.1937, -0.3117, -0.1406, -0.0462, -0.1328, -0.1340, -0.0521, -0.1429, -0.3296, 0.1740, -0.3191, 0.0867, -0.3029, 0.1973, -0.2649, 0.0683, -0.2633, 0.1969, -0.2924, 0.0649, -0.0973, -0.0220, -0.1042, -0.0301, -0.1192, -0.1191, -0.0294, -0.1046, -0.0998, -0.0206, -0.1098, -0.1109, -0.0266, -0.1052, 0.1110, 0.0854, 0.0856, 0.1043, 0.0986, 0.0770, 0.0773, 0.0987, 0.1058, 0.1025, 0.0815, 0.0815, 0.1027, 0.1065, 0.0855, 0.0854, 0.1038, -0.3084, 0.3352, -0.3415, -0.4082, -0.4308, -0.1078, -0.2946, -0.3277, 0.9782, -0.5144, -0.3053, -0.2818, -0.1099, 0.0639, 0.0589, 0.0796, 0.0930, 0.1010, 0.0805, 0.0640, 0.0664, 0.0810, 0.0887, 0.1106, 0.0675, 0.0669, 0.0666


Record 2
This record from OMol25 describes a molecular structure, C38H31AuBrN2O2. The level of theory is ωB97M-V with the def2-TZVPD basis set.

Values from the calculation:
HOMO level: -4.47 eV
Total charge: -1
HOMO-LUMO gap: 7.21 eV
Energy: -4436.4256 Eh

Element x y z (Å)
Au (-0.523, 1.015, -0.911)
O (-0.030, 0.091, -2.645)
C (0.971, -0.844, -2.765)
C (2.175, -0.697, -1.763)
C (1.897, -1.111, -0.346)
C (2.080, -2.422, 0.090)
C (1.740, -2.739, 1.391)
C (1.188, -1.765, 2.208)
C (1.024, -0.479, 1.705)
C (0.368, 0.624, 2.488)
C (-1.066, 1.081, 2.017)
O (-1.015, 1.862, 0.885)
C (-1.642, 1.963, 3.155)
C (-2.170, 3.210, 2.835)
C (-2.696, 4.036, 3.818)
C (-2.709, 3.633, 5.145)
C (-2.200, 2.386, 5.475)
C (-1.677, 1.562, 4.489)
C (-2.015, -0.120, 1.861)
C (-3.023, -0.069, 0.902)
C (-3.895, -1.133, 0.728)
C (-3.782, -2.271, 1.514)
C (-2.797, -2.326, 2.488)
C (-1.928, -1.257, 2.660)
N (1.436, -0.166, 0.474)
C (0.426, -2.275, -2.562)
C (1.093, -3.394, -3.051)
C (0.641, -4.675, -2.763)
C (-0.489, -4.854, -1.977)
C (-1.167, -3.742, -1.496)
C (-0.717, -2.463, -1.792)
C (1.481, -0.707, -4.210)
C (0.551, -0.930, -5.226)
C (0.895, -0.791, -6.558)
C (2.187, -0.413, -6.911)
C (3.116, -0.176, -5.914)
C (2.764, -0.323, -4.575)
H (2.997, -1.311, -2.141)
H (2.485, 0.351, -1.770)
H (2.456, -3.175, -0.590)
H (1.875, -3.749, 1.760)
H (0.880, -1.999, 3.219)
H (0.353, 0.347, 3.543)
H (0.976, 1.525, 2.394)
H (-2.151, 3.510, 1.796)
H (-3.100, 5.004, 3.542)
H (-3.119, 4.279, 5.912)
H (-2.212, 2.048, 6.505)
H (-1.303, 0.587, 4.775)
H (-3.098, 0.818, 0.287)
H (-4.662, -1.075, -0.035)
H (-4.455, -3.107, 1.369)
H (-2.694, -3.207, 3.111)
H (-1.162, -1.324, 3.421)
H (1.976, -3.263, -3.667)
H (1.171, -5.534, -3.157)
H (-0.841, -5.853, -1.747)
H (-2.049, -3.863, -0.877)
H (-1.238, -1.590, -1.419)
H (-0.459, -1.206, -4.948)
H (0.155, -0.972, -7.329)
H (2.459, -0.300, -7.953)
H (4.124, 0.129, -6.171)
H (3.511, -0.122, -3.819)
Br (-1.063, 5.087, -0.462)
C (0.480, 4.391, 0.413)
C (0.665, 4.701, 1.755)
C (1.794, 4.189, 2.363)
C (2.663, 3.398, 1.620)
C (2.358, 3.153, 0.294)
N (1.281, 3.656, -0.311)
H (-0.060, 5.296, 2.289)
H (1.984, 4.389, 3.410)
H (3.547, 2.961, 2.065)
H (2.986, 2.512, -0.312)

natural (NBO) atomic charges, in units of e: 0.6394, -0.8811, 0.2127, -0.4643, 0.2160, -0.2175, -0.1914, -0.2666, 0.2337, -0.4639, 0.2357, -0.8999, -0.0237, -0.2134, -0.2108, -0.2413, -0.2425, -0.1639, -0.0331, -0.1418, -0.2376, -0.2389, -0.2134, -0.2216, -0.4703, 0.0849, -0.2722, -0.2170, -0.2442, -0.2116, -0.2373, -0.0129, -0.1825, -0.2197, -0.2368, -0.2379, -0.1741, 0.2050, 0.2318, 0.2103, 0.2036, 0.2023, 0.1959, 0.2445, 0.2542, 0.2009, 0.1991, 0.1984, 0.1929, 0.2360, 0.2042, 0.2002, 0.1978, 0.1971, 0.2119, 0.1975, 0.1987, 0.2101, 0.2461, 0.2261, 0.2009, 0.1988, 0.1981, 0.1988, 0.0351, 0.1978, -0.2753, -0.1704, -0.2812, 0.0638, -0.4309, 0.2326, 0.2136, 0.2158, 0.1992


Record 3
This record from OMol25 describes a molecular structure, C38H31BrF3IIrN5O2S3 in a non-equilibrium geometry. The level of theory is ωB97M-V with the def2-TZVPD basis set.

Values from the calculation:
Relative energy (zero: lowest compared OMol25 entry of this formula, charge and spin): 2.729 eV
HOMO level (spin up / spin down): -14.76 / -14.76 eV
Total charge: +3
HOMO-LUMO gap (spin up / spin down): 4.01 / 4.49 eV
Multiplicity: 2
Energy: -6360.1480 Eh

Element x y z (Å)
Ir (-0.178, -0.170, -0.088)
F (-1.536, 4.844, -1.677)
C (-2.467, 4.450, -0.796)
F (-3.114, 5.516, -0.346)
F (-3.347, 3.674, -1.463)
C (-1.843, 3.663, 0.329)
C (-1.964, 4.054, 1.648)
C (-1.382, 3.275, 2.650)
C (-0.739, 2.121, 2.288)
N (-0.656, 1.742, 0.999)
C (-1.164, 2.486, 0.049)
S (-0.882, 1.776, -1.494)
H (-2.508, 4.958, 1.894)
H (-1.435, 3.573, 3.688)
H (-0.268, 1.478, 3.024)
S (6.044, 1.366, 3.487)
C (6.963, 2.501, 2.627)
C (6.359, 2.889, 1.472)
C (5.118, 2.248, 1.283)
C (4.793, 1.382, 2.301)
C (3.600, 0.566, 2.450)
C (2.598, 0.568, 1.453)
N (1.517, -0.177, 1.512)
C (1.310, -0.982, 2.571)
C (2.219, -1.034, 3.632)
C (1.933, -1.898, 4.750)
C (0.826, -2.660, 4.764)
C (-0.114, -2.613, 3.672)
C (-1.286, -3.360, 3.655)
C (-2.169, -3.266, 2.578)
C (-1.794, -2.409, 1.514)
N (-0.691, -1.681, 1.522)
C (0.154, -1.766, 2.586)
C (-3.418, -3.980, 2.526)
C (-3.984, -4.791, 3.510)
C (-5.219, -5.322, 3.140)
C (-5.597, -4.927, 1.875)
S (-4.465, -3.904, 1.141)
C (3.371, -0.248, 3.552)
H (7.914, 2.838, 3.015)
H (6.791, 3.616, 0.795)
H (4.480, 2.440, 0.425)
H (2.693, 1.210, 0.586)
H (2.633, -1.920, 5.578)
H (0.622, -3.325, 5.595)
H (-1.505, -4.018, 4.488)
H (-2.432, -2.323, 0.648)
H (-3.518, -4.989, 4.468)
H (-5.819, -5.972, 3.763)
H (-6.498, -5.207, 1.342)
H (4.087, -0.277, 4.366)
N (1.483, 0.081, -1.289)
C (2.342, -0.021, -2.060)
N (3.306, -0.144, -2.911)
C (4.733, -0.188, -2.493)
C (5.431, 1.043, -3.045)
O (5.239, 1.139, -4.447)
C (3.873, 1.253, -4.815)
C (3.106, 0.019, -4.376)
H (5.188, -1.077, -2.927)
H (4.809, -0.235, -1.408)
H (6.502, 0.963, -2.879)
H (5.052, 1.941, -2.541)
H (3.844, 1.349, -5.896)
H (3.422, 2.144, -4.359)
H (3.519, -0.856, -4.875)
H (2.047, 0.110, -4.608)
Br (-2.393, -5.284, -2.855)
C (-2.433, -3.763, -3.968)
C (-3.114, -3.827, -5.172)
C (-3.162, -2.716, -6.005)
C (-2.558, -1.527, -5.624)
C (-1.880, -1.453, -4.420)
C (-1.812, -2.580, -3.614)
I (-0.665, -2.529, -1.844)
H (-3.607, -4.749, -5.454)
H (-3.680, -2.782, -6.954)
H (-2.607, -0.657, -6.266)
H (-1.411, -0.524, -4.115)
C (-3.642, 0.008, -1.049)
O (-2.721, -0.212, 0.063)
H (-3.750, 1.066, -1.269)
H (-4.616, -0.417, -0.813)
H (-3.227, -0.505, -1.913)
H (-3.120, 0.161, 0.860)

Löwdin atomic charges, in units of e: 1.1775, 0.1627, -0.6000, 0.1927, 0.1388, -0.0811, 0.0764, 0.0118, -0.0706, -0.0834, -0.6583, 0.8477, 0.1502, 0.1349, 0.1282, 1.1142, -0.3669, -0.1543, -0.1191, -0.4934, -0.1670, -0.0479, 0.0193, -0.1806, -0.1035, 0.0250, 0.0262, -0.1057, 0.1000, -0.1625, -0.1256, -0.0192, -0.1584, -0.4715, -0.0835, -0.1373, -0.3688, 1.0616, 0.0702, 0.0921, 0.1200, 0.1042, 0.1090, 0.1391, 0.1387, 0.1401, 0.0395, 0.1223, 0.1256, 0.0873, 0.1210, -0.0464, -0.1917, -0.0371, -0.0651, -0.1697, -0.0968, -0.1645, -0.0652, 0.1444, 0.1311, 0.1443, 0.1293, 0.1444, 0.1354, 0.1445, 0.1337, 0.7891, -0.7359, -0.0872, -0.0253, -0.0496, -0.1514, -0.6643, 1.1884, 0.1217, 0.1298, 0.1241, 0.0928, -0.0781, -0.2838, 0.0682, 0.1056, 0.0573, 0.1102